Entry 1:
{"formula": "C11H14", "method": "ωB97M-V/def2-TZVPD", "symbols": ["C", "C", "C", "C", "C", "C", "C", "C", "C", "C", "C", "H", "H", "H", "H", "H", "H", "H", "H", "H", "H", "H", "H", "H", "H"], "xyz": [[1.57478, -2.12484, -0.15042], [2.74227, -1.39946, 0.01783], [0.22512, -1.74119, -0.09892], [-0.28235, -0.51932, -0.28432], [2.78049, 0.04344, 0.13369], [1.98174, 0.83156, -0.73471], [3.15991, 0.65968, 1.28848], [1.57403, 1.60481, -1.67290], [-2.69697, -0.37216, -1.05996], [-1.92927, 0.64504, 1.14722], [-1.55918, 0.27996, -0.29541], [1.62862, -3.23007, -0.27001], [3.72808, -1.91982, -0.03482], [-0.53749, -2.54991, -0.11229], [2.86181, 1.53553, 1.60784], [3.49955, -0.00398, 2.06896], [2.20729, 2.19612, -2.36919], [0.47570, 1.53896, -1.83990], [-2.41465, -0.68625, -2.11251], [-3.65295, 0.29995, -0.99649], [-2.90996, -1.34691, -0.62750], [-2.06840, -0.32926, 1.86498], [-3.02240, 1.02753, 1.03432], [-1.14716, 1.21266, 1.70222], [-1.28086, 1.29364, -0.67540]], "atomic_forces_ev_per_a": [[3.45, -0.98, 0.38], [-0.72, -2.35, -1.27], [-3.17, 1.60, -0.91], [0.95, 0.34, 0.19], [-1.77, 2.52, 0.27], [0.21, -2.16, 0.90], [1.46, -5.24, -0.55], [-0.98, 0.57, -1.32], [-1.01, 0.25, -0.93], [-2.18, -2.56, 1.86], [1.87, 0.35, 0.51], [0.64, 0.86, 0.17], [-1.02, 0.27, 0.19], [0.52, 0.16, 0.34], [-1.17, 4.69, 0.91], [0.43, -0.03, 0.18], [-0.42, -0.42, 0.59], [0.80, 0.71, -0.21], [-0.38, 1.05, 0.97], [1.72, -1.34, -0.44], [-0.31, 0.02, 0.49], [0.32, 1.97, -1.92], [2.08, 0.22, 0.87], [-0.98, 0.20, -0.75], [-0.34, -0.70, -0.51]], "homo_energy_ev": [-7.79, -7.35], "orbital_gap_ha": [0.293, 0.284]}

Entry 2:
{"formula": "C11H14", "method": "ωB97M-V/def2-TZVPD", "symbols": ["C", "C", "C", "C", "C", "C", "C", "C", "C", "C", "C", "H", "H", "H", "H", "H", "H", "H", "H", "H", "H", "H", "H", "H", "H"], "xyz": [[0.56495, 1.66686, 0.35294], [1.16988, 0.49850, 0.31819], [2.51552, -0.09630, -0.01340], [2.30574, -1.38221, -0.19198], [-0.87117, 1.44574, 0.06043], [0.98829, -1.95744, 0.20792], [0.19317, -0.58264, 0.48892], [-1.16710, -0.10637, 0.16554], [3.76496, 0.68468, -0.02608], [-2.29577, -0.60343, 1.15443], [-1.49409, -0.56438, -1.24447], [0.96626, 2.57184, 0.09089], [-1.48336, 1.98708, 0.72693], [-1.19696, 1.95122, -0.89111], [0.42585, -2.69848, -0.46279], [1.30613, -2.51930, 1.04520], [3.41625, 1.62756, 0.37354], [4.11780, 0.88933, -1.09193], [4.65869, 0.27691, 0.36532], [-2.64201, 0.04994, 2.04921], [-2.13042, -1.64450, 1.42260], [-3.24452, -0.58297, 0.53289], [-1.75081, -1.53715, -1.32572], [-0.59918, -0.41438, -1.90192], [-2.34934, 0.14468, -1.64045]], "atomic_forces_ev_per_a": [[-1.39, 0.05, -1.19], [0.71, -3.99, 0.62], [-0.53, -0.10, 0.69], [-0.44, -0.35, -0.71], [-1.41, 0.26, 0.07], [-1.65, 0.82, -1.18], [3.25, -1.16, -0.37], [-0.17, 0.56, 0.43], [-0.42, 1.38, -2.76], [-1.81, 1.65, -0.78], [-0.11, 4.47, -1.45], [1.22, 2.22, -0.17], [-0.95, 0.55, 1.35], [0.57, -0.92, 0.29], [0.94, 1.25, 0.58], [-0.52, -0.64, 1.51], [1.01, 0.52, 0.38], [-0.79, -0.03, 0.99], [0.47, -0.55, 1.25], [1.43, -1.04, -1.26], [0.09, 0.10, 0.28], [0.85, -0.25, 0.60], [-1.11, -3.23, -0.12], [-0.73, 0.08, 0.42], [1.48, -1.64, 0.53]], "homo_energy_ev": [-8.49, -7.05], "orbital_gap_ha": [0.322, 0.246]}

In order of appearance, energy above the lowest of the compared OMol25 structures with the same formula, charge and spin = 570.9; 423.6 kJ/mol.
In order of appearance, electronic energy = -11626.455; -11627.982 eV.